Entry 1:
A 2-piece molecular cluster, CH2NO3S overall at a distorted geometry. Source: the Open Molecules 2025 dataset; level of theory: ωB97M-V with the def2-TZVPD basis set.

The value obtained for the LUMO energy is 4.20 eV. For the energy above the lowest of the compared OMol25 structures with the same formula, charge and spin, the calculation gives 28.4 kcal per mole. The gap between HOMO and LUMO is 7.822 eV. As for the maximum force: 0.0422 hartree/bohr. Its net charge is -1.

Atoms and positions in Å:
C1 -0.84339 2.37945 -0.11794
N1 0.58295 -1.02672 -0.93181
O1 0.81606 0.04557 1.40769
O2 0.07261 3.04089 0.10868
O3 -1.40606 -1.02864 0.76968
S1 -0.28979 -0.09453 0.40299
H1 1.29356 -1.64721 -0.53550
H2 -0.22594 -1.66880 -1.10380

***

Entry 2:
A 2-piece molecular cluster, CH2NO3S overall at a distorted geometry. Source: the Open Molecules 2025 dataset; level of theory: ωB97M-V with the def2-TZVPD basis set.

The value obtained for the LUMO energy is 3.64 eV. For the energy above the lowest of the compared OMol25 structures with the same formula, charge and spin, the calculation gives 73.8 kcal per mole. The gap between HOMO and LUMO is 5.643 eV. As for the maximum force: 0.0635 hartree/bohr. Its net charge is -1.

Atoms and positions in Å:
C1 -2.59708 -0.08598 0.76447
N1 -0.22790 -0.60521 -1.12688
O1 0.76436 -1.15923 -2.03297
O2 -3.56822 0.27355 0.26180
O3 -1.67080 -0.49090 1.36254
S1 -0.00883 0.89874 -0.63308
H1 0.86647 0.87264 0.33977
H2 1.51286 -1.25027 -1.46326

***

Entry 3:
One molecule with the formula CH2NP at a distorted geometry. Source: the Open Molecules 2025 dataset; level of theory: ωB97M-V with the def2-TZVPD basis set.

The value obtained for the LUMO energy is 0.30 eV. For the energy above the lowest of the compared OMol25 structures with the same formula, charge and spin, the calculation gives 13.7 kcal per mole. The gap between HOMO and LUMO is 11.728 eV. As for the maximum force: 0.0832 hartree/bohr. As for the SMILES: N#CP.

Atoms and positions in Å:
C1 -0.43346 0.10334 -0.95530
N1 -1.24528 0.41353 -1.69766
P1 0.85699 -0.63649 0.40661
H1 1.20030 0.58009 0.95434
H2 -0.37856 -0.46046 1.29201

***

Entry 4:
One molecule with the formula CH2NP at a distorted geometry. Source: the Open Molecules 2025 dataset; level of theory: ωB97M-V with the def2-TZVPD basis set.

The value obtained for the LUMO energy (spin up / spin down) is 0.53 / -2.74 eV. For the energy above the lowest of the compared OMol25 structures with the same formula, charge and spin, the calculation gives 65.0 kcal per mole. The gap between HOMO and LUMO (spin up / spin down) is 6.272 / 7.487 eV. As for the spin multiplicity: 3. As for the maximum force: 0.1031 hartree/bohr. As for the expectation value of S²: 2.011.

Atoms and positions in Å:
C1 0.44175 0.30177 0.42627
N1 -0.35411 0.92820 -0.30000
P1 -0.98789 -0.77282 0.07179
H1 1.40351 0.55473 0.92442
H2 -0.50327 -1.01188 -1.12248

***

Entry 5:
One molecule with the formula CH2NP3 at a distorted geometry. Source: the Open Molecules 2025 dataset; level of theory: ωB97M-V with the def2-TZVPD basis set.

The value obtained for the LUMO energy is -1.76 eV. For the energy above the lowest of the compared OMol25 structures with the same formula, charge and spin, the calculation gives 41.5 kcal per mole. The gap between HOMO and LUMO is 7.251 eV. As for the maximum force: 0.1406 hartree/bohr. As for the SMILES: C1=P#P=[PH]=N1.

Atoms and positions in Å:
C1 -1.06486 -0.50217 0.80434
N1 -0.11121 0.46100 -0.09991
P1 -0.80537 -2.18175 1.02821
P2 1.17310 -2.32183 0.42737
P3 1.34392 -0.20338 -0.13808
H1 -2.13496 -0.24642 0.80695
H2 1.57083 -0.46973 -1.44510

***

Entry 6:
One molecule with the formula CH2O2S at a distorted geometry. Source: the Open Molecules 2025 dataset; level of theory: ωB97M-V with the def2-TZVPD basis set.

The value obtained for the LUMO energy is 0.51 eV. For the energy above the lowest of the compared OMol25 structures with the same formula, charge and spin, the calculation gives 10.5 kcal per mole. The gap between HOMO and LUMO is 9.787 eV. As for the maximum force: 0.0664 hartree/bohr. As for the SMILES: OC(O)=S.

Atoms and positions in Å:
C1 -0.05139 -0.01628 -0.03569
H1 -0.08157 1.76376 0.15103
H2 -0.03539 -1.75582 -0.04847
O1 -0.75526 1.09520 -0.04298
O2 -0.74717 -1.09320 -0.00265
S1 1.67078 0.00633 -0.02123

***

Entry 7:
A 2-piece molecular cluster, CH2O2S2 overall at a distorted geometry. Source: the Open Molecules 2025 dataset; level of theory: ωB97M-V with the def2-TZVPD basis set.

The value obtained for the LUMO energy (spin up / spin down) is -1.69 / -1.66 eV. For the energy above the lowest of the compared OMol25 structures with the same formula, charge and spin, the calculation gives 62.5 kcal per mole. The gap between HOMO and LUMO (spin up / spin down) is 7.667 / 7.686 eV. As for the maximum force: 0.1421 hartree/bohr. As for the SMILES: OC=S.O=S.

Atoms and positions in Å:
C1 1.02885 -0.39482 0.60551
O1 -2.31260 2.07295 -1.44783
O2 -0.12832 -0.91960 0.17874
S1 -1.52987 1.02503 -0.65024
S2 2.48389 -0.70363 0.67549
H1 -0.20884 -1.53964 -0.59326
H2 0.66689 0.45970 1.23160

***

Entry 8:
One molecule with the formula CH2O2S2 at a distorted geometry. Source: the Open Molecules 2025 dataset; level of theory: ωB97M-V with the def2-TZVPD basis set.

The value obtained for the LUMO energy (spin up / spin down) is -0.24 / -0.96 eV. For the energy above the lowest of the compared OMol25 structures with the same formula, charge and spin, the calculation gives 57.3 kcal per mole. The gap between HOMO and LUMO (spin up / spin down) is 7.752 / 6.506 eV. As for the maximum force: 0.0559 hartree/bohr.

Atoms and positions in Å:
C1 -1.05096 -0.65946 -0.09157
O1 2.43817 1.37640 0.11884
O2 -1.44890 0.57157 0.07654
S1 2.39374 -0.08623 0.11644
S2 0.59190 -1.16981 0.13530
H1 -1.01150 1.29493 -0.28825
H2 -1.91246 -1.32739 -0.06730

***

Entry 9:
One molecule with the formula CH2O3 at a distorted geometry. Source: the Open Molecules 2025 dataset; level of theory: ωB97M-V with the def2-TZVPD basis set.

The value obtained for the LUMO energy is 0.18 eV. For the energy above the lowest of the compared OMol25 structures with the same formula, charge and spin, the calculation gives 35.2 kcal per mole. The gap between HOMO and LUMO is 10.681 eV. As for the maximum force: 0.2008 hartree/bohr. As for the SMILES: O=C(O)O.

Atoms and positions in Å:
C1 0.12140 0.24848 -0.09215
H1 -1.78095 -0.51986 0.15919
H2 1.57369 -0.60025 0.02688
O1 -1.17291 0.37225 -0.05046
O2 0.56937 -0.88911 -0.03362
O3 0.68939 1.38850 -0.00983

***

Entry 10:
One molecule with the formula CH2O3 at a distorted geometry. Source: the Open Molecules 2025 dataset; level of theory: ωB97M-V with the def2-TZVPD basis set.

The value obtained for the LUMO energy is 0.20 eV. For the energy above the lowest of the compared OMol25 structures with the same formula, charge and spin, the calculation gives 30.0 kcal per mole. The gap between HOMO and LUMO is 11.779 eV. As for the maximum force: 0.1318 hartree/bohr. As for the SMILES: O=C(O)O.

Atoms and positions in Å:
C1 0.47328 -0.19257 -0.03791
H1 -1.25132 -1.07032 0.06006
H2 -0.07238 1.86164 0.30645
O1 -0.34429 -1.23822 -0.07806
O2 -0.41010 0.84482 -0.15877
O3 1.60480 -0.20536 -0.09177

***

Entry 11:
One molecule with the formula CH2O3 at a distorted geometry. Source: the Open Molecules 2025 dataset; level of theory: ωB97M-V with the def2-TZVPD basis set.

The value obtained for the LUMO energy (spin up / spin down) is 0.47 / -3.21 eV. For the energy above the lowest of the compared OMol25 structures with the same formula, charge and spin, the calculation gives 18.9 kcal per mole. The gap between HOMO and LUMO (spin up / spin down) is 7.856 / 7.630 eV. As for the spin multiplicity: 3. As for the maximum force: 0.2040 hartree/bohr. As for the expectation value of S²: 2.044.

Atoms and positions in Å:
C1 -0.80694 0.36315 0.05367
O1 -2.10235 0.01998 -0.15984
O2 1.42520 -0.23627 -0.18530
O3 0.05519 -0.67577 0.12780
H1 -0.52033 1.45842 -0.05167
H2 1.94923 -0.92950 0.21534

***

Entry 12:
One molecule with the formula CH2O3P2 at a distorted geometry. Source: the Open Molecules 2025 dataset; level of theory: ωB97M-V with the def2-TZVPD basis set.

The value obtained for the LUMO energy (spin up / spin down) is -1.08 / -1.08 eV. For the energy above the lowest of the compared OMol25 structures with the same formula, charge and spin, the calculation gives 54.8 kcal per mole. The gap between HOMO and LUMO (spin up / spin down) is 8.531 / 8.529 eV. As for the maximum force: 0.0867 hartree/bohr.

Atoms and positions in Å:
C1 2.11864 0.13787 0.31674
O1 -3.39597 0.58566 -1.03917
O2 -1.20004 0.30023 0.43766
O3 0.00468 -1.87184 -0.22454
P1 -2.96882 0.41589 0.30772
P2 0.42431 -0.47342 0.00373
H1 2.84150 -0.23731 -0.39953
H2 2.17570 1.14293 0.59741

***

Entry 13:
One molecule with the formula CH2O3S at a distorted geometry. Source: the Open Molecules 2025 dataset; level of theory: ωB97M-V with the def2-TZVPD basis set.

The value obtained for the LUMO energy is 0.08 eV. For the energy above the lowest of the compared OMol25 structures with the same formula, charge and spin, the calculation gives 44.4 kcal per mole. The gap between HOMO and LUMO is 9.862 eV. As for the maximum force: 0.1410 hartree/bohr.

Atoms and positions in Å:
C1 -0.12049 -0.27449 -0.33752
O1 0.32294 2.57157 -0.00481
O2 1.05734 -0.06364 0.34352
O3 -0.79449 -1.41148 -0.04409
S1 -0.02257 1.10470 0.83731
H1 -0.15793 0.01092 -1.38692
H2 -0.28480 -1.93757 0.59251

***

Entry 14:
CH2O3Yb as an isolated structure at a distorted geometry. Source: the Open Molecules 2025 dataset; level of theory: ωB97M-V with the def2-TZVPD basis set.

The value obtained for the LUMO energy (spin up / spin down) is -10.61 / -14.01 eV. For the energy above the lowest of the compared OMol25 structures with the same formula, charge and spin, the calculation gives 0.0 kcal per mole. The gap between HOMO and LUMO (spin up / spin down) is 7.193 / 7.188 eV. As for the spin multiplicity: 3. As for the maximum force: 0.0919 hartree/bohr. As for the expectation value of S²: 2.001. Its net charge is +2.

Atoms and positions in Å:
H1 1.54966 -1.37441 0.30154
O1 -0.29062 0.91003 0.99980
C1 0.18120 -0.11250 0.34725
O2 1.07999 -0.81869 0.96857
O3 0.00024 -0.23431 -0.86473
Yb1 -1.26751 0.64726 -2.66187
H2 -1.25296 0.98261 0.90943

***

Entry 15:
CH2O4 as an isolated structure at a distorted geometry. Source: the Open Molecules 2025 dataset; level of theory: ωB97M-V with the def2-TZVPD basis set.

The value obtained for the LUMO energy (spin up / spin down) is -1.30 / -1.08 eV. For the energy above the lowest of the compared OMol25 structures with the same formula, charge and spin, the calculation gives 92.7 kcal per mole. The gap between HOMO and LUMO (spin up / spin down) is 8.590 / 8.414 eV. As for the maximum force: 0.0756 hartree/bohr.

Atoms and positions in Å:
C1 -0.37700 0.09223 0.09351
O1 1.68214 -0.91775 0.17345
O2 0.15929 1.12465 0.07950
O3 2.04448 0.26924 -0.11536
O4 -1.63149 -0.18662 -0.04377
H1 0.38651 -0.86080 0.17960
H2 -2.26393 0.47904 -0.36693

***

Entry 16:
One molecule with the formula CH2O4S at a distorted geometry. Source: the Open Molecules 2025 dataset; level of theory: ωB97M-V with the def2-TZVPD basis set.

The value obtained for the LUMO energy is -1.51 eV. For the energy above the lowest of the compared OMol25 structures with the same formula, charge and spin, the calculation gives 48.9 kcal per mole. The gap between HOMO and LUMO is 9.433 eV. As for the maximum force: 0.0507 hartree/bohr.

Atoms and positions in Å:
C1 -0.07226 -0.45898 0.05859
O1 -1.56273 -1.00120 3.04411
O2 0.20686 0.52524 3.35911
O3 0.22447 -0.68133 1.21367
O4 -1.58813 0.93126 1.57386
S1 -0.90146 0.13349 2.53573
H1 0.10989 -1.16439 -0.67357
H2 -0.56145 0.40001 -0.32357

***

Entry 17:
CH2O4Si as an isolated structure at a distorted geometry. Source: the Open Molecules 2025 dataset; level of theory: ωB97M-V with the def2-TZVPD basis set.

The value obtained for the LUMO energy (spin up / spin down) is -2.85 / -3.19 eV. For the energy above the lowest of the compared OMol25 structures with the same formula, charge and spin, the calculation gives 109.9 kcal per mole. The gap between HOMO and LUMO (spin up / spin down) is 8.877 / 8.584 eV. As for the maximum force: 0.0841 hartree/bohr.

Atoms and positions in Å:
C1 1.29937 0.39645 -0.11125
O1 2.33376 1.02785 0.00243
O2 1.49442 -0.83084 -0.03642
O3 0.10393 0.89436 -0.19125
O4 -0.47702 -1.62226 -0.21676
Si1 -1.08140 -0.14057 0.13269
H1 -1.46768 0.25685 1.40851
H2 -2.20537 0.01815 -0.98795

***

Entry 18:
A 2-piece molecular cluster, CH2OPS overall at a distorted geometry. Source: the Open Molecules 2025 dataset; level of theory: ωB97M-V with the def2-TZVPD basis set.

The value obtained for the LUMO energy is 4.15 eV. For the energy above the lowest of the compared OMol25 structures with the same formula, charge and spin, the calculation gives 13.0 kcal per mole. The gap between HOMO and LUMO is 6.787 eV. As for the maximum force: 0.0491 hartree/bohr. Its net charge is -1.

Atoms and positions in Å:
C1 0.16358 -1.48785 1.15586
O1 1.14996 -1.51724 1.78058
P1 -0.02567 0.50956 -0.31992
S1 0.54380 2.28026 -0.98116
H1 -1.46610 0.47493 -0.22393
H2 -0.36558 -0.25966 -1.41142

***

Entry 19:
One molecule with the formula CH2OS at a distorted geometry. Source: the Open Molecules 2025 dataset; level of theory: ωB97M-V with the def2-TZVPD basis set.

The value obtained for the LUMO energy is 0.27 eV. For the energy above the lowest of the compared OMol25 structures with the same formula, charge and spin, the calculation gives 10.4 kcal per mole. The gap between HOMO and LUMO is 9.423 eV. As for the maximum force: 0.0459 hartree/bohr. As for the SMILES: OC=S.

Atoms and positions in Å:
C1 0.47129 -0.36823 0.12525
H1 1.77919 -0.93475 -0.92096
H2 1.11344 -0.89796 0.76603
O1 1.03341 -0.32685 -1.10603
S1 -0.87422 0.41606 0.51573

***

Entry 20:
One molecule with the formula CH2S3 at a distorted geometry. Source: the Open Molecules 2025 dataset; level of theory: ωB97M-V with the def2-TZVPD basis set.

The value obtained for the LUMO energy is -0.67 eV. For the energy above the lowest of the compared OMol25 structures with the same formula, charge and spin, the calculation gives 17.6 kcal per mole. The gap between HOMO and LUMO is 8.392 eV. As for the maximum force: 0.0539 hartree/bohr. As for the SMILES: S=C(S)S.

Atoms and positions in Å:
C1 -0.68355 0.05752 -0.05187
S1 -2.28344 0.07058 -0.01821
S2 0.25496 1.55608 -0.05031
S3 0.28609 -1.45784 -0.02261
H1 1.04942 1.08615 0.84262
H2 1.37652 -1.31248 -0.69962